Computed, not measured: a molecular structure, C28H25IN2O6STl, with wB97M-V/def2-TZVPD.

Computed properties:
energy relative to the best compared isomer or geometry (same formula, charge and spin)	0.000	eV
molecular weight	848.87	Da
spin multiplicity	1
frontier orbital gap	6.73	eV
E	-68329.5285	eV
net charge	+1
lowest unoccupied orbital energy	-4.0	eV

Structure (XYZ):
```
64
C28H25IN2O6STl wB97M-V/def2-TZVPD
Tl 1.93980 -0.75004 -1.41897
I -0.65892 0.35361 -4.02486
S 3.96630 1.92771 0.60310
O -6.40532 -0.05940 -0.54008
O 1.30146 -0.99041 1.07040
O 0.61254 -2.68589 -0.19019
O -1.50890 0.24280 -0.71980
O 3.15302 1.30991 -0.51145
O -0.50427 0.13496 2.52770
N -3.03523 2.88176 1.18635
N -2.34321 -0.75339 -1.36682
C 4.57993 0.52847 1.54100
C 5.92323 1.92937 -1.32456
C -3.18456 -2.25728 2.97345
C -0.48463 -2.63856 -3.96216
C 6.24583 3.43133 0.54769
C -0.67956 -3.93169 -3.48447
C -6.07498 0.66133 0.63895
C -3.62913 0.55488 -0.07594
C -3.55047 -0.59499 -0.90542
C -1.73753 -1.79559 -2.10670
C -4.29203 2.36475 1.22566
C -2.46301 -1.07854 3.02280
C -1.39391 -4.15786 -2.32275
C 7.44820 3.85206 -0.00231
C -2.67810 -3.37592 2.31145
C -1.01261 -1.55766 -3.28123
C 5.50581 2.46490 -0.11610
C -4.67193 1.20518 0.60296
C -2.34360 1.05442 -0.06130
C 0.48709 -1.94319 0.80468
C -1.91394 -3.08538 -1.62510
C 7.88459 3.31708 -1.20634
C -1.21268 -1.00324 2.40763
C -2.04881 2.29040 0.56478
C 7.12394 2.36062 -1.86769
C -0.67986 2.89184 0.55422
C -0.72866 -2.09356 1.67062
C -1.46223 -3.27828 1.65785
H -0.26175 -4.76591 -4.03237
H -6.16802 -0.04622 1.46404
H 8.03674 4.60647 0.50213
H 5.30409 1.19954 -1.83030
H 3.70142 -0.06089 1.80747
H 8.81809 3.65477 -1.63682
H -2.45731 -3.22535 -0.70000
H 0.36130 -0.04236 2.07546
H -4.37541 -1.22771 -1.19846
H 5.08088 0.89102 2.43817
H -0.06236 2.47710 -0.24212
H -3.22549 -4.30925 2.31981
H -5.01430 2.95550 1.77696
H 7.46505 1.95380 -2.81050
H 0.07338 -2.47509 -4.87350
H -1.52807 -5.16298 -1.94844
H -6.62596 0.56690 -1.23793
H -4.14385 -2.31619 3.47335
H -2.82341 -0.21537 3.56965
H -0.19384 2.68695 1.50742
H 5.88978 3.85206 1.48116
H 5.26523 -0.04597 0.91931
H -6.77919 1.47465 0.82175
H -0.75741 3.97134 0.43900
H -1.05322 -4.12328 1.11771
```